No. 1
11
Properties=species:S:1:pos:R:3:forces:R:3 method="wB97M-V/def2-TZVPD" total_energy_ha=-582.32482 charge=0 de_lowest_ev=3.352 orbital_gap_ev=7.4
C 1.1090 -0.5379 0.0454 0.63 -0.59 -0.54
C 0.6530 0.5327 0.7362 1.68 -0.66 1.48
C 0.2595 -1.2800 -0.8123 -1.88 0.61 -0.94
C -0.2693 1.4575 0.7680 -1.04 1.54 -2.00
N -0.9819 -0.9115 -1.0007 1.09 0.54 1.15
O -1.2828 1.8940 1.3689 -0.95 0.06 0.95
I -2.1383 -2.0556 -2.1796 -0.12 -0.26 -0.31
H 2.1947 -0.6372 0.0835 -0.51 -0.70 -0.11
H 1.4512 0.9038 1.3845 -0.02 0.52 0.23
H 0.5874 -2.1154 -1.3921 0.86 -0.64 -0.04
H -1.5826 2.7497 0.9981 0.27 -0.42 0.11

---

No. 2
15
Properties=species:S:1:pos:R:3:forces:R:3 method="wB97M-V/def2-TZVPD" s2=6.020 total_energy_ha=-641.90081 multiplicity=5 charge=+2 de_lowest_ev=4.491 orbital_gap_ev="7.4 / 6.0"
O -1.6693 2.4302 -1.0889 -0.37 -3.70 1.31
C -1.3059 1.3531 -0.5256 1.27 6.57 -2.80
O -2.0686 0.3893 -0.3181 -1.70 -4.85 0.76
O 0.0101 1.3123 -0.2840 1.07 -1.16 1.29
C 0.5630 0.7972 0.9489 -1.44 0.59 -1.39
C 1.2322 -0.5625 0.8557 1.48 -0.25 0.39
H -0.2152 0.7694 1.7229 0.07 -0.38 0.19
H 1.2553 1.5778 1.2885 0.17 -0.44 -0.38
H 1.5308 -1.5897 1.1174 -2.41 -0.99 -0.55
H 1.9157 -0.3860 1.7111 1.52 0.85 -0.71
O 1.9238 -0.9203 -0.8887 -0.14 -1.51 -0.71
O 0.2978 -2.3996 -1.2064 0.85 -2.01 -1.68
C 1.3880 -1.8999 -1.5151 0.73 3.93 3.27
Li -3.5942 1.0349 -1.6002 0.41 0.79 0.21
Ir -1.2635 -1.9063 -0.2177 -1.51 2.57 0.80